Entry 1:
Computed, not measured: 3 unconnected molecules or ions with the total composition C5H10, with ωB97M-V/def2-TZVPD.

Values from the calculation:
**LUMO level**: 1.35 eV
**ΔE to the lowest compared entry with this formula, charge and spin**: 474.06 kJ/mol
**Total charge**: 0
**Frontier orbital gap**: 10.661 eV

Element x y z (Å)
C -1.2608 -0.6655 -0.8732
C -1.5154 0.5889 -1.0412
C -1.8301 0.0427 0.3201
H -0.9500 -1.6151 -1.2808
H -1.5621 1.4559 -1.6836
H -1.1806 0.2895 1.1708
H -2.8766 -0.1298 0.5907
H 0.7597 1.7684 0.1215
H 0.1553 2.0701 -0.1865
C 2.0387 -0.0835 0.6474
C 1.3893 -1.1925 0.3101
H 1.9320 0.3669 1.6328
H 2.6875 0.4335 -0.0576
H 1.4874 -1.6341 -0.6797
H 0.7259 -1.6952 1.0092

=====

Entry 2:
Computed, not measured: 2 unconnected molecules or ions with the total composition C6H7NO at a distorted geometry, with ωB97M-V/def2-TZVPD.

Values from the calculation:
**LUMO level**: 0.64 eV
**ΔE to the lowest compared entry with this formula, charge and spin**: 448.99 kJ/mol
**Total charge**: 0
**Frontier orbital gap**: 9.152 eV

Element x y z (Å)
C -1.7075 -1.3647 0.3794
C -0.4516 -0.4214 0.0382
C -0.0556 0.6115 1.0659
C 0.6293 -0.0631 2.0067
C 0.7742 -0.8065 0.7856
H -1.5490 -1.9816 1.2936
H -1.9890 -1.8679 -0.4697
H -2.5369 -0.5655 0.4875
H -0.2705 -0.1667 -1.0206
H 1.1918 0.0777 2.9203
H 1.7746 -0.6500 0.2811
N 1.6237 1.7575 -1.4491
C 0.9531 1.7369 -2.4361
O 0.3153 1.6409 -3.4243
H 1.2981 2.0628 -0.4584

=====

Entry 3:
Computed, not measured: a molecular structure, C45H45N8O3PS4Sn, with ωB97M-V/def2-TZVPD.

Values from the calculation:
**LUMO level**: -0.15 eV
**ΔE to the lowest compared entry with this formula, charge and spin**: 8.89 kJ/mol
**Total charge**: 0
**Frontier orbital gap**: 7.054 eV

Element x y z (Å)
Sn -1.1688 0.3056 0.8012
N -3.9399 -1.2352 4.1206
C -3.4274 -1.0280 2.8759
S -3.5694 0.5578 2.2026
N -2.8767 -2.0834 2.3212
N -2.2534 -1.8184 1.1434
C -2.1337 -2.7717 0.2893
C -2.6094 -4.1524 0.5595
C -3.7189 -4.6524 -0.1124
C -4.1689 -5.9394 0.1450
C -3.5017 -6.7342 1.0656
C -2.3864 -6.2394 1.7295
C -1.9430 -4.9503 1.4824
C -1.5621 -2.4355 -1.0305
C -1.2713 -3.4154 -1.9730
C -0.7164 -3.0360 -3.1803
C -0.4725 -1.6914 -3.4207
C -0.8063 -0.7799 -2.4350
N -1.3471 -1.1411 -1.2760
H -4.5902 -0.5535 4.4677
H -4.0370 -2.1906 4.4246
H -4.2316 -4.0267 -0.8343
H -5.0380 -6.3212 -0.3753
H -3.8494 -7.7399 1.2639
H -1.8616 -6.8616 2.4428
H -1.0759 -4.5558 1.9970
H -1.4438 -4.4555 -1.7375
H -0.4608 -3.7837 -3.9195
H -0.0383 -1.3488 -4.3501
H -0.6580 0.2845 -2.5837
C -4.3138 -0.3377 -1.5229
C -3.8862 1.0709 -1.7776
N -2.9427 1.6986 -1.1474
C -2.8222 3.0057 -1.5761
C -3.6718 3.3468 -2.5829
S -4.6827 2.0307 -2.9757
C -1.8686 3.9352 -0.9530
C -1.7739 5.2607 -1.2564
S -0.5529 5.9893 -0.3133
C -0.2497 4.4674 0.4549
N -0.9964 3.5056 0.0169
C 0.7720 4.3477 1.5366
H -3.9724 -0.6428 -0.5343
H -3.8958 -1.0147 -2.2709
H -5.4001 -0.4131 -1.5571
H -3.7632 4.2889 -3.0972
H -2.3489 5.8380 -1.9610
H 1.3718 5.2532 1.6097
H 1.4346 3.5074 1.3327
H 0.2822 4.1737 2.4966
O 1.1435 -3.1175 0.0462
S 1.8694 -1.9167 0.3986
O 2.7393 -2.0296 1.5515
O 1.0060 -0.7139 0.4844
C 2.9648 -1.5894 -0.9811
C 3.9391 -2.5767 -1.1456
C 4.9276 -2.4399 -2.0979
C 4.9683 -1.2890 -2.8782
C 4.0042 -0.3147 -2.7147
C 2.9608 -0.4518 -1.7877
P 1.7266 0.9282 -1.6727
C 2.9305 2.2056 -1.1055
C 3.2354 3.3903 -1.7686
C 4.0996 4.3172 -1.1952
C 4.6623 4.0767 0.0480
C 4.3660 2.8945 0.7166
C 3.5091 1.9686 0.1459
C 1.3966 1.3451 -3.4310
C 1.5946 0.4776 -4.5042
C 1.1036 0.7853 -5.7672
C 0.3978 1.9593 -5.9815
C 0.1686 2.8206 -4.9165
C 0.6487 2.5068 -3.6552
H 3.9101 -3.4406 -0.4940
H 5.6776 -3.2108 -2.2190
H 5.7562 -1.1505 -3.6080
H 4.0570 0.5877 -3.3127
H 2.8145 3.5935 -2.7440
H 4.3372 5.2277 -1.7317
H 5.3350 4.8004 0.4902
H 4.8054 2.6931 1.6859
H 3.2873 1.0458 0.6732
H 2.1353 -0.4499 -4.3612
H 1.2778 0.1009 -6.5885
H 0.0194 2.1972 -6.9674
H -0.4034 3.7287 -5.0620
H 0.4240 3.1660 -2.8225
C -0.7864 1.0056 4.2077
C -0.0215 1.1788 5.5433
N 1.1117 0.2569 5.6018
C 2.0411 0.6214 4.5321
C 1.3319 0.5592 3.1563
N -0.0553 0.0822 3.3235
C -0.0010 -1.2458 3.9627
C 0.6311 -1.1092 5.3750
H -0.9270 1.9540 3.6816
H -1.7775 0.5891 4.3754
H -0.6769 0.9837 6.3946
H 0.3671 2.1937 5.6534
H 2.8878 -0.0669 4.5615
H 2.4202 1.6246 4.7404
H 1.8410 -0.1314 2.4908
H 1.2977 1.5363 2.6661
H 0.5964 -1.8940 3.3184
H -1.0114 -1.6507 4.0139
H 1.4726 -1.7934 5.4950
H -0.0990 -1.3381 6.1542

=====

Entry 4:
Computed, not measured: C5H9NO2 in the gas phase at a distorted geometry, with ωB97M-V/def2-TZVPD.

Values from the calculation:
**LUMO level**: 0.65 eV
**ΔE to the lowest compared entry with this formula, charge and spin**: 287.23 kJ/mol
**Total charge**: 0
**Frontier orbital gap**: 9.408 eV

Element x y z (Å)
C -0.2330 0.8801 1.7968
C -0.3091 -0.3720 1.3158
N -0.7674 -1.4618 2.0312
C 0.0352 -0.7041 -0.1201
O 0.9255 -1.5694 -0.0474
C -0.0694 0.2865 -1.2139
C 1.0504 0.3727 -2.2214
O -0.8861 1.4180 -1.1419
H -0.4442 1.0727 2.8386
H 0.1321 1.7066 1.2148
H -0.9104 -1.3028 3.0182
H -0.2974 -2.3257 1.7982
H -0.8399 -0.6045 -1.5222
H 1.1052 -0.5760 -2.7751
H 2.0214 0.5406 -1.7728
H 0.8271 1.1887 -2.9064
H -1.3400 1.4504 -0.2924

=====

Entry 5:
Computed, not measured: C7H7N in the gas phase at a distorted geometry, with ωB97M-V/def2-TZVPD.

Values from the calculation:
**LUMO level**: 0.71 eV
**ΔE to the lowest compared entry with this formula, charge and spin**: 583.30 kJ/mol
**Total charge**: 0
**Frontier orbital gap**: 8.680 eV

Element x y z (Å)
C 1.5121 1.1218 0.0695
C 1.9330 -0.1073 -0.3521
C 0.8400 -1.1386 -0.1407
C -0.8466 -1.1141 -0.1114
C -1.9487 -0.1020 -0.3095
C -1.4975 1.1287 0.0434
C -0.0109 0.8228 0.0768
N -0.0001 -0.4949 0.8412
H 2.0402 2.0723 0.1693
H 2.9760 -0.3193 -0.5050
H 1.1394 -2.1435 0.1442
H -1.1294 -2.1237 0.1527
H -2.9443 -0.3624 -0.5793
H -1.9955 2.0882 0.0700
H 0.0264 0.5850 -0.9971

=====

Entry 6:
Computed, not measured: a molecular structure, C21H19Cl2MoN2O3S4, with ωB97M-V/def2-TZVPD.

Values from the calculation:
**LUMO level (alpha / beta)**: 2.64 / 2.64 eV
**ΔE to the lowest compared entry with this formula, charge and spin**: 0.00 kJ/mol
**Total charge**: -1
**Frontier orbital gap (alpha / beta)**: 7.145 / 7.216 eV

Element x y z (Å)
Mo 0.8940 -1.5746 0.4845
O 5.9887 3.0982 -0.7073
C 5.1084 2.3044 -0.4885
S 4.0149 2.3942 0.8987
C 3.0661 0.9706 0.5104
C 3.4075 0.2934 -0.5813
S 2.5558 -1.1143 -1.1609
S 4.7625 0.9033 -1.5110
S 1.7243 0.5286 1.5261
Cl 1.1950 2.5632 -1.4930
C -0.2579 2.3482 -2.4090
C -0.2215 2.5666 -3.7758
C -1.3761 2.4199 -4.5230
C -2.5507 2.0276 -3.8989
C -2.5656 1.7809 -2.5373
Cl -4.0258 1.1815 -1.8307
C -1.4231 1.9583 -1.7418
N -1.4288 1.6968 -0.3735
C -2.3393 2.3342 0.5005
C -2.9092 3.5581 0.1767
C -3.8050 4.1706 1.0404
C -4.1226 3.5698 2.2468
C -3.5400 2.3512 2.5725
C -2.6566 1.7128 1.7158
C -2.0317 0.3956 2.0938
C -2.1519 -0.6815 1.0127
O -3.2240 -1.0583 0.6134
O -1.0007 -1.1767 0.6084
H 0.7126 2.8599 -4.2345
H -1.3604 2.5975 -5.5901
H -3.4608 1.8790 -4.4635
H -0.5161 1.5030 0.0248
H -2.6490 4.0312 -0.7625
H -4.2453 5.1222 0.7692
H -4.8205 4.0391 2.9285
H -3.7931 1.8686 3.5099
H -2.5530 0.0020 2.9672
H -0.9833 0.5327 2.3695
C 3.3257 -4.0066 1.7516
C 2.1009 -4.3980 0.9206
C 1.2870 -5.4708 1.6423
C 2.5389 -4.8933 -0.4602
N 1.2650 -3.2336 0.7266
H 3.9707 -4.8727 1.9198
H 3.0109 -3.6083 2.7178
H 3.8939 -3.2351 1.2296
H 1.8928 -6.3671 1.7967
H 0.4067 -5.7356 1.0549
H 0.9522 -5.1006 2.6126
H 3.1699 -5.7806 -0.3647
H 3.1018 -4.1110 -0.9709
H 1.6657 -5.1445 -1.0639

=====

Entry 7:
Computed, not measured: a molecular structure, C18H36KO18 at a distorted geometry, with ωB97M-V/def2-TZVPD.

Values from the calculation:
**LUMO level**: -2.06 eV
**ΔE to the lowest compared entry with this formula, charge and spin**: 2039.30 kJ/mol
**Total charge**: +1
**Frontier orbital gap**: 10.520 eV

Element x y z (Å)
K 0.2235 0.0820 -0.0202
C 1.1553 -3.3278 -2.5518
O 2.2637 -3.1431 -1.7093
C 2.3586 -2.1091 -0.8823
O 1.6309 -1.0781 -0.9408
O 3.5098 -2.2381 -0.1270
C 4.0751 -1.2043 0.6297
H 0.2646 -2.8398 -2.1558
H 0.9051 -4.3707 -2.7460
H 1.3486 -2.8355 -3.5049
H 3.3531 -0.5447 1.1111
H 4.8476 -0.6281 0.1204
H 4.4946 -1.8489 1.4022
C -1.8021 2.0278 -3.0560
O -0.3711 2.2785 -2.8242
C 0.3577 1.2404 -2.3905
O -0.0572 0.1042 -2.0349
O 1.6928 1.6044 -2.4480
C 2.7349 0.8426 -2.1755
H -2.1306 2.8803 -3.6505
H -2.4183 1.9249 -2.1628
H -1.9552 1.1016 -3.6099
H 3.7367 1.2264 -2.3685
H 2.7772 -0.0645 -2.7784
H 2.7322 0.4600 -1.1549
C 3.3768 -2.3484 2.8302
O 2.4211 -1.4191 2.1505
C 1.0871 -1.4080 2.2443
O 0.3934 -1.2260 1.2486
O 0.7496 -1.8281 3.4554
C -0.6371 -1.7960 3.8984
H 3.1338 -3.3803 2.5768
H 3.4322 -2.1404 3.8988
H 4.3433 -2.2033 2.3476
H -1.2288 -1.0611 3.3525
H -0.6018 -1.3945 4.9112
H -0.9813 -2.8282 3.9630
C -1.8664 -2.1083 1.7666
O -2.6036 -2.0987 0.6168
C -2.0109 -1.8646 -0.6222
O -0.8137 -1.7366 -0.7922
O -2.8742 -1.7746 -1.5534
C -2.6615 -1.6316 -2.9512
H -0.8299 -2.3908 1.5824
H -2.2134 -2.9589 2.3533
H -1.8724 -1.1908 2.3550
H -2.1055 -0.6995 -3.0518
H -3.5480 -1.6243 -3.5853
H -2.1274 -2.5156 -3.2996
C -2.1960 1.3327 3.3719
O -3.0722 1.1443 2.2742
C -2.5863 1.0267 1.0642
O -1.4193 0.9694 0.7427
O -3.6208 1.0127 0.2123
C -3.4940 1.0855 -1.1367
H -1.7471 0.3560 3.5527
H -2.5535 1.7436 4.3161
H -1.4158 1.9603 2.9413
H -2.9756 0.2226 -1.5549
H -2.9028 1.9527 -1.4306
H -4.3759 1.0052 -1.7723
C -1.4792 3.4688 1.2971
O -0.5578 4.0046 0.3365
C 0.4814 3.3000 -0.0936
O 0.6594 2.0669 0.0007
O 1.3556 4.2128 -0.6401
C 2.5763 3.8487 -1.2150
H -2.1371 2.8789 0.6590
H -1.9691 4.3854 1.6257
H -1.0308 2.8437 2.0693
H 2.4646 3.0228 -1.9175
H 3.3657 3.5987 -0.5061
H 2.9419 4.6443 -1.8641

=====

Entry 8:
Computed, not measured: a gas-phase ion, C8H8N3O3 (charge +1) at a distorted geometry, with ωB97M-V/def2-TZVPD.

Values from the calculation:
**2S+1**: 3
**LUMO level (alpha / beta)**: -4.53 / -6.47 eV
**<S²>**: 2.016
**Total charge**: +1
**Frontier orbital gap (alpha / beta)**: 6.303 / 6.993 eV

Element x y z (Å)
C -2.4661 -0.1872 -0.0336
C -2.1973 -1.4581 0.2260
C -1.3885 0.7245 -0.0698
C -0.8972 -1.9318 0.2604
C -0.1298 0.2202 -0.0446
C 0.1784 -1.0998 0.0779
C 2.5286 -0.7886 -0.3003
C 2.0312 1.5629 0.1055
N 0.7832 1.3001 -0.2857
N 1.5716 -1.5402 0.1386
N 3.8723 -0.7672 -0.2601
O 4.6083 -0.8378 -1.2179
O 4.0965 -0.3070 0.9006
O 2.7073 2.5075 -0.4869
H -3.5087 0.1767 0.1136
H -2.9203 -2.1878 -0.0002
H -1.5682 1.7943 -0.3296
H -0.6869 -2.9682 0.4717
H 2.5394 1.1205 0.9572
H 0.3426 1.9054 -0.9430
H 1.7372 -2.4371 0.5357
H 3.5823 2.8798 -0.1964

=====

Entry 9:
Computed, not measured: a molecular structure, C30H26N6SV at a distorted geometry, with ωB97M-V/def2-TZVPD.

Values from the calculation:
**2S+1**: 2
**LUMO level (alpha / beta)**: -0.11 / -0.18 eV
**<S²>**: 1.176
**Total charge**: 0
**Frontier orbital gap (alpha / beta)**: 6.256 / 3.919 eV

Element x y z (Å)
V -0.1365 -0.0740 -0.9817
C -1.7145 1.5965 1.2239
N -1.2879 1.3527 -0.1408
C -1.7425 2.1685 -1.0813
C -1.1276 2.0794 -2.3742
C -1.3711 2.6748 -3.6064
C -0.3515 2.2127 -4.4785
C 0.4525 1.3568 -3.7505
N -0.0070 1.2520 -2.4575
C -0.6801 2.2794 2.0874
C -0.7870 2.1687 3.4718
C 0.1265 2.7952 4.3085
C 1.1708 3.5332 3.7628
C 1.2885 3.6363 2.3822
C 0.3661 3.0142 1.5480
H -1.9552 0.6410 1.6935
H -2.6340 2.1878 1.2283
H -2.5200 2.8963 -0.8734
H -2.1683 3.3682 -3.8351
H -0.2053 2.4940 -5.5123
H 1.3492 0.8478 -4.0733
H -1.5943 1.5782 3.8994
H 0.0291 2.7000 5.3845
H 1.8922 4.0160 4.4101
H 2.1111 4.1930 1.9467
H 0.4752 3.0805 0.4712
N -2.3184 -3.3798 0.3142
C -1.9182 -3.1053 1.6104
C -2.2190 -3.7040 2.8325
C -1.6675 -3.1220 3.9566
C -0.8469 -1.9824 3.8672
C -0.5538 -1.4000 2.6519
C -1.1060 -1.9795 1.5117
N -0.9990 -1.5965 0.1685
C -1.7473 -2.4515 -0.4986
C -2.0393 -2.2794 -1.9203
C -2.4254 -3.1848 -2.8443
S -2.6022 -2.4035 -4.3516
C -2.1728 -0.9046 -3.6502
N -1.9074 -0.9775 -2.3846
H -2.9681 -4.0878 0.0233
H -2.8573 -4.5768 2.8999
H -1.8795 -3.5471 4.9298
H -0.4350 -1.5527 4.7716
H 0.0811 -0.5257 2.5783
H -2.5667 -4.2515 -2.7385
H -2.1104 0.0196 -4.2215
C 4.2648 0.4899 1.1234
C 3.4919 -0.6289 1.4023
C 2.2334 -0.7727 0.8193
C 1.6745 0.1956 -0.0349
C 2.4978 1.3030 -0.3063
C 3.7641 1.4514 0.2512
H 5.2448 0.6085 1.5711
H 3.8710 -1.3966 2.0684
H 1.6883 -1.6874 1.0298
H 2.1354 2.0773 -0.9754
H 4.3606 2.3270 0.0117
C 2.4790 -2.3644 -3.8555
C 1.5591 -1.8132 -2.8636
N 0.8719 -1.3450 -2.0723
H 2.0187 -2.3295 -4.8415
H 2.7304 -3.3967 -3.6150
H 3.3948 -1.7748 -3.8725

=====

Entry 10:
Computed, not measured: C5H6O2 in the gas phase at a distorted geometry, with ωB97M-V/def2-TZVPD.

Values from the calculation:
**LUMO level**: 0.61 eV
**ΔE to the lowest compared entry with this formula, charge and spin**: 434.81 kJ/mol
**Total charge**: 0
**Frontier orbital gap**: 8.781 eV

Element x y z (Å)
C -1.2980 -1.6984 -0.0497
C -1.8555 -0.2338 -0.0387
O -2.9049 0.2334 0.2290
C -0.5261 0.6342 -0.2230
C 0.6705 1.1479 -0.0584
C 2.1677 1.0014 0.0249
O -0.1190 2.1506 0.1273
H -1.6408 -2.0534 0.9498
H -0.2070 -1.6743 -0.1793
H -1.8108 -2.3593 -0.6733
H 2.4381 -0.0278 -0.2220
H 2.4565 1.3410 0.9345
H 2.6293 1.5385 -0.8212

=====

Question: The lowest total charge belongs to which entry?
Answer: C21H19Cl2MoN2O3S4